1.
C4H8O2 in the gas phase. Source: OMol25; level of theory: wB97M-V/def2-TZVPD.

The geometry in XYZ format:
```
14
Properties=species:S:1:pos:R:3:forces:R:3:mulliken_charge:R:1
O -0.08225 1.55429 1.09944 0.4131 -0.3703 0.1538 -0.517
O 1.61435 -1.24585 0.37555 -0.3018 0.3481 -0.0455 -0.537
C 1.21896 -0.06500 -0.37779 0.4602 1.0715 -0.5453 -0.794
C -0.84181 -0.66183 0.15097 -1.0286 -0.3193 0.5570 -0.701
C -0.08773 0.71507 -0.03910 0.4096 -2.2256 0.6527 0.719
C -1.52585 0.48697 -0.43210 -0.2640 -0.0228 -0.3444 -0.579
H -0.81459 -0.91431 1.19430 -0.8306 -0.1902 0.2277 0.248
H 1.16018 -2.05169 0.07897 0.0813 0.6254 -0.0050 0.322
H -1.86467 0.45945 -1.45697 0.0064 -0.0681 -0.0761 0.253
H -0.60276 -1.46863 -0.54882 0.0919 0.3415 0.3550 0.327
H 1.22791 -0.29963 -1.44254 0.1561 0.1734 -0.0179 0.297
H 0.78483 1.95893 1.21447 -0.0130 -0.2031 -0.0919 0.305
H 2.02911 0.58970 -0.09143 0.5228 0.3339 -0.4360 0.415
H -2.21566 0.94253 0.27505 0.2967 0.5056 -0.3841 0.241
```
Positions in Å, forces in eV/Å.

Summary:
* total charge: 0
* SMILES: OCC1(O)CC1

***

2.
C4H8O2 in the gas phase. Source: OMol25; level of theory: wB97M-V/def2-TZVPD.

The geometry in XYZ format:
```
14
Properties=species:S:1:pos:R:3:forces:R:3:mulliken_charge:R:1
O -2.46435 0.52215 -0.10353 0.0390 0.1951 0.1926 -0.514
O 0.17283 -0.17623 0.88836 0.5143 -0.0592 -0.2650 -0.206
C 2.11824 0.82531 0.33062 0.1755 0.0515 0.1965 -0.788
C -1.45458 -0.20365 -0.76601 0.1261 -0.3265 -0.2543 -0.342
C -0.67976 -1.09694 0.18700 -0.3021 -0.2985 -0.1590 -0.459
C 1.44578 -0.46433 0.64374 -0.0552 0.5212 -0.0919 -0.190
H 1.47766 1.71255 0.40914 0.1839 -0.0517 0.1807 0.289
H 3.08460 0.93669 0.81835 0.0695 0.0411 -0.0249 0.308
H -2.03317 1.04212 0.58810 -0.1249 -0.0257 -0.1050 0.333
H 2.33559 0.64673 -0.73901 0.0562 0.1266 0.1859 0.272
H -1.93796 -0.79665 -1.54431 -0.0579 -0.0096 0.0953 0.339
H -0.73448 0.47570 -1.25484 -0.1872 -0.2079 0.0412 0.245
H 0.00110 -1.78065 -0.32650 -0.3810 -0.1051 -0.0856 0.426
H -1.33151 -1.64280 0.86889 -0.0565 0.1489 0.0935 0.287
```
Positions in Å, forces in eV/Å.

Summary:
* total charge: 0

***

3.
C4H8O2 in the gas phase. Source: OMol25; level of theory: wB97M-V/def2-TZVPD.

The geometry in XYZ format:
```
14
Properties=species:S:1:pos:R:3:forces:R:3:mulliken_charge:R:1
O 0.26721 1.23816 1.25612 -0.1578 0.1121 0.1939 -0.808
O 1.75886 -0.59671 1.00424 -0.0716 0.3124 -0.2608 -0.391
C -0.79828 0.21735 -0.73811 -0.0477 -0.0299 -0.0337 -0.217
C 1.65999 0.29850 0.08779 0.0959 -0.2534 0.1010 -0.179
C -1.19314 -1.05443 0.00619 -0.0001 -0.0546 0.0437 -1.323
C 0.35951 0.99611 -0.09287 0.1356 -0.0146 -0.2158 0.136
H 0.91475 -0.32107 1.52858 0.0151 -0.0249 -0.0099 0.474
H 0.54428 1.89854 -0.70825 -0.0173 -0.1103 0.1019 0.317
H 2.60266 0.54620 -0.40874 -0.1061 -0.0368 0.0160 0.370
H -1.64917 0.90977 -0.74244 0.1342 -0.0561 -0.0046 0.298
H -0.41388 -1.82411 -0.04570 -0.1185 0.1031 0.0030 0.320
H -1.38761 -0.82385 1.05887 0.0195 -0.0587 -0.1330 0.285
H -0.55883 -0.00025 -1.78872 -0.0147 0.0437 0.1416 0.336
H -2.10635 -1.48421 -0.41696 0.1333 0.0681 0.0566 0.383
```
Positions in Å, forces in eV/Å.

Summary:
* total charge: 0

***

4.
C4H8O2 in the gas phase. Source: OMol25; level of theory: wB97M-V/def2-TZVPD.

The geometry in XYZ format:
```
14
Properties=species:S:1:pos:R:3:forces:R:3:mulliken_charge:R:1
O -0.66708 -0.26106 0.72389 -1.4877 -0.0505 0.5256 -0.346
O 1.98383 1.49908 -0.72685 -0.3796 -1.4757 -0.8042 -0.478
C -0.18645 -1.18486 1.62771 1.2477 -0.9914 0.4688 -0.740
C 1.03841 1.06621 -0.09376 2.3435 3.1857 0.2321 -0.254
C -0.82525 0.40864 -1.44159 1.1857 3.6235 -3.9687 -1.328
C 0.10948 -0.04107 -0.40187 0.6646 0.1477 0.3200 0.633
H -0.85767 -1.36481 2.47827 -0.0954 0.3136 -0.5404 0.252
H 0.00162 -2.12576 1.09476 -0.0803 -0.1959 0.2919 0.323
H -0.14374 1.16029 -2.28636 -1.9372 -2.9184 1.9776 0.278
H -1.49328 1.22117 -1.12375 -0.0275 -0.6344 0.5242 0.372
H 0.78175 -0.86240 2.03547 0.0059 -0.0158 0.1337 0.302
H 0.89773 1.74859 0.75334 -1.2182 -0.7156 0.9064 0.393
H -1.39015 -0.40162 -1.89794 0.1557 0.1956 -0.2170 0.299
H 0.75080 -0.86240 -0.74134 -0.3773 -0.4684 0.1501 0.293
```
Positions in Å, forces in eV/Å.

Summary:
* total charge: 0
* SMILES: CO[C@@H](C)C=O

***

5.
A 2-piece molecular cluster, C4H8O2 overall. Source: OMol25; level of theory: wB97M-V/def2-TZVPD.

The geometry in XYZ format:
```
14
Properties=species:S:1:pos:R:3:forces:R:3:mulliken_charge:R:1
O 0.46150 -2.43515 -0.74921 -0.2144 -0.0233 0.4181 -0.472
O 0.15966 0.25565 -1.58999 0.0885 -0.0717 0.0340 -0.502
C -0.08701 -2.20557 0.30308 0.1686 -0.0905 -0.2123 -0.024
C 0.17472 0.73240 -0.32134 0.0103 0.1391 0.2778 0.726
C -0.96961 1.67169 -0.08708 -0.0380 0.0386 0.0366 -1.141
C 1.08856 0.40742 0.60295 -0.0304 -0.0006 -0.0796 -1.044
H -1.89896 1.22732 -0.45797 0.1289 0.0411 0.0596 0.289
H -0.81351 2.60503 -0.63815 -0.0062 -0.1210 0.0484 0.301
H -1.10864 -1.78823 0.36160 0.0718 -0.0409 -0.1055 0.223
H 1.03944 0.83124 1.59939 -0.0548 -0.0249 -0.1584 0.270
H 0.39570 -2.41832 1.27462 -0.0031 -0.0140 -0.1176 0.284
H 1.92672 -0.24569 0.37629 -0.1293 0.0956 -0.0130 0.385
H 0.71029 -0.54012 -1.64890 -0.0477 0.0731 -0.0323 0.384
H -1.07885 1.90234 0.97472 0.0557 -0.0008 -0.1558 0.321
```
Positions in Å, forces in eV/Å.

Summary:
* total charge: 0
* SMILES: C=C(C)O.C=O

***

6.
C4H8O2 in the gas phase. Source: OMol25; level of theory: wB97M-V/def2-TZVPD.

The geometry in XYZ format:
```
14
Properties=species:S:1:pos:R:3:forces:R:3:mulliken_charge:R:1
O -1.32727 1.51069 0.48245 0.0259 0.2613 0.0955 -0.536
O -1.15493 -1.27246 0.29279 -0.1091 0.0159 0.1411 -0.574
C -0.80472 0.88541 -0.68431 0.1372 -0.1241 -0.2106 -0.614
C -0.18125 -0.38102 -0.15983 0.2325 0.2064 -0.0498 0.812
C 1.03491 -0.17253 0.73405 0.1389 -0.0040 0.1609 -0.829
C 1.12013 -0.95921 -0.55408 0.0703 -0.1181 -0.2220 -0.720
H 1.54885 0.78918 0.75706 -0.2233 -0.1461 -0.0323 0.323
H -0.61973 1.34393 1.12788 -0.3879 0.4043 0.0947 0.408
H 1.04550 -0.71999 1.67126 0.0349 -0.0109 -0.1830 0.270
H -1.64990 0.68509 -1.35239 0.2042 -0.0445 0.0954 0.318
H 1.66390 -0.49942 -1.37298 -0.0779 -0.1256 0.0625 0.230
H -1.81117 -0.70540 0.72946 0.0338 -0.3101 0.0207 0.385
H 1.22193 -2.03478 -0.46193 -0.0592 0.1093 -0.1092 0.267
H -0.08625 1.53052 -1.20944 -0.0201 -0.1137 0.1362 0.258
```
Positions in Å, forces in eV/Å.

Summary:
* total charge: 0
* SMILES: OCC1(O)CC1

***

7.
A 2-piece molecular cluster, C4H8O2 overall. Source: OMol25; level of theory: wB97M-V/def2-TZVPD.

The geometry in XYZ format:
```
14
Properties=species:S:1:pos:R:3:forces:R:3:mulliken_charge:R:1
O -2.42997 0.83530 0.30077 0.4264 0.7339 0.0421 -0.307
O -3.98732 -0.17144 -0.79178 -3.4740 1.8694 1.3252 -0.188
C -2.75669 -0.18686 -0.50758 2.5980 0.3720 0.2852 -0.209
C 1.00374 1.07879 0.44198 1.0598 0.8496 -0.4409 -0.603
C 1.83888 -1.20703 -0.20233 -1.6529 1.5492 0.4782 -1.155
C 0.75740 -0.15952 0.06430 -0.7297 -1.8253 0.2450 0.379
H -1.44695 1.03551 0.38400 -1.7797 -1.1027 -0.3387 0.312
H 2.03337 1.55902 0.48896 -1.4273 -0.8667 0.0519 0.219
H -4.58554 0.58104 -0.29317 2.0261 -1.8659 -1.3034 0.320
H 0.16776 1.74027 0.57132 -0.0538 0.6167 0.3062 0.231
H 1.89636 -1.32467 -1.26659 0.2310 -0.7117 -0.4368 0.291
H 2.72552 -0.82338 0.20726 1.5769 0.5800 0.1253 0.324
H 1.63431 -2.07274 0.39012 -0.3448 -0.9635 -0.2416 0.319
H -0.30989 -0.56866 0.00821 1.5440 0.7649 -0.0977 0.067
```
Positions in Å, forces in eV/Å.

Summary:
* total charge: 0

***

8.
C4H8O2 in the gas phase. Source: OMol25; level of theory: wB97M-V/def2-TZVPD.

The geometry in XYZ format:
```
14
Properties=species:S:1:pos:R:3:forces:R:3:mulliken_charge:R:1
O 1.56727 0.41115 -0.92630 -1.0698 0.3572 -0.9073 -0.401
O -0.46485 -0.28105 1.71489 0.3095 -0.1804 0.0972 -0.587
C 0.97761 -0.97637 -0.20601 0.7608 1.3586 -1.0871 -0.860
C 0.66932 1.11143 -0.04809 -0.2486 0.5424 0.0068 -0.674
C -0.16793 -0.11629 0.34706 0.1523 0.2882 -0.2440 1.335
C -1.49715 -0.18592 -0.40073 0.1495 -0.1004 -0.0359 -1.663
H 0.33726 -0.62389 2.12849 -0.1222 0.1044 0.1235 0.378
H 1.16555 1.56111 0.82223 0.0635 -0.0449 -0.1851 0.253
H -2.17440 0.59335 -0.02339 0.2465 -0.1632 -0.0546 0.376
H 0.18003 1.87299 -0.64893 -0.2501 0.2275 0.2464 0.332
H 2.05725 -0.49494 -0.04956 -0.7330 -2.5219 1.4653 0.541
H -1.98072 -1.15553 -0.24278 0.1194 0.1102 -0.0206 0.381
H -1.35276 -0.02797 -1.47492 0.0251 -0.0266 0.1590 0.393
H 0.68353 -1.68805 -0.99196 0.5971 0.0488 0.4365 0.195
```
Positions in Å, forces in eV/Å.

Summary:
* total charge: 0
* SMILES: CC1(O)COC1

***

Respective frontier orbital gap values: 9.38, 9.38, 8.52, 10.56, 9.80, 10.73, 9.96, 10.24 eV.
Respective electronic energy values: -8369.338, -8369.105, -8369.755, -8370.522, -8371.292, -8371.340, -8369.572, -8368.643 eV.